No. 1
The following is a quantum chemistry calculation of a structure of composition C33H46Cl2GaN6O2S at a distorted geometry, from OMol25.

Values from the calculation:
HOMO level: -10.4 eV
Strongest force on any atom: 0.02728 Eh/bohr
Energy: -5007.4109 Eh
Net charge: +1
ΔE to the lowest compared entry with this formula, charge and spin: 33.1 kJ/mol
LUMO level: -2.4 eV
Multiplicity: 1

```
91
C33H46Cl2GaN6O2S ωB97M-V with the def2-TZVPD basis set
Ga 0.21 0.46 -0.38
C 4.54 0.58 1.61
C 3.99 -0.85 1.65
C 2.71 -0.91 2.51
C 3.84 -1.51 0.28
C 4.52 -2.72 0.13
C 4.53 -3.39 -1.07
C 3.90 -2.83 -2.17
C 3.21 -1.63 -2.07
C 2.64 -1.08 -3.37
C 3.03 0.36 -3.70
C 1.12 -1.23 -3.42
C 3.12 -1.01 -0.81
N 2.34 0.16 -0.68
C 2.91 1.32 -0.81
C 2.14 2.48 -0.82
C 2.57 3.79 -0.99
C 1.42 4.56 -1.08
C 0.32 3.70 -0.99
N 0.75 2.42 -0.81
C -1.11 4.16 -1.14
C -1.82 4.10 0.23
C -1.16 5.61 -1.61
C -1.81 3.28 -2.18
H 4.95 0.82 2.59
H 3.77 1.32 1.39
H 5.33 0.68 0.88
H 4.75 -1.44 2.15
H 2.40 0.09 2.80
H 2.88 -1.49 3.41
H 1.90 -1.38 1.95
H 5.07 -3.13 0.97
H 5.05 -4.33 -1.16
H 3.95 -3.33 -3.12
H 3.05 -1.71 -4.17
H 2.33 1.07 -3.27
H 3.01 0.49 -4.78
H 4.03 0.59 -3.36
H 0.68 -0.59 -2.64
H 0.82 -2.26 -3.25
H 0.73 -0.90 -4.38
H 3.98 1.42 -0.98
H 3.59 4.12 -1.04
H 1.39 5.62 -1.22
H -1.25 4.67 0.96
H -1.92 3.08 0.57
H -2.81 4.53 0.14
H -0.76 6.28 -0.86
H -2.19 5.90 -1.80
H -0.60 5.75 -2.54
H -1.73 2.23 -1.92
H -1.36 3.42 -3.16
H -2.87 3.53 -2.24
N -0.24 1.01 1.84
C -1.62 0.60 2.10
C -2.17 1.27 3.37
C -3.63 1.00 3.77
C -4.08 -0.47 3.80
N -4.36 -0.90 2.44
C -4.16 -2.07 1.88
N -3.93 -3.18 2.60
N -4.20 -2.16 0.55
C -2.42 0.86 0.79
O -3.65 0.96 0.80
O -1.73 0.85 -0.26
H 0.39 0.64 2.55
H -0.17 2.03 1.88
H -1.62 -0.49 2.20
H -2.06 2.35 3.26
H -1.52 0.96 4.20
H -4.29 1.55 3.09
H -3.76 1.42 4.76
H -4.99 -0.53 4.40
H -3.31 -1.10 4.26
H -4.41 -0.10 1.78
H -4.04 -3.17 3.60
H -3.86 -4.07 2.15
H -4.24 -1.31 0.00
H -3.97 -3.01 0.07
Cl -1.89 -1.15 -2.16
C -1.70 -2.76 -1.54
C -2.47 -3.78 -2.08
C -2.35 -5.07 -1.60
C -1.43 -5.36 -0.59
C -0.67 -4.34 -0.06
Cl 0.48 -4.71 1.17
C -0.80 -3.01 -0.50
S 0.14 -1.81 0.35
H -3.15 -3.55 -2.88
H -2.95 -5.86 -2.01
H -1.32 -6.36 -0.22
```

---

No. 2
The following is a quantum chemistry calculation of a structure of composition C33H46ClMnNOP4S at a distorted geometry, from OMol25.

Values from the calculation:
HOMO level (spin up / spin down): -11.7 / -11.6 eV
Strongest force on any atom: 0.13212 Eh/bohr
Energy: -4789.1534 Eh
Net charge: +2
LUMO level (spin up / spin down): -5.2 / -8.1 eV
Multiplicity: 4

```
88
C33H46ClMnNOP4S ωB97M-V with the def2-TZVPD basis set
P 1.35 -3.61 -0.27
C -0.15 -4.23 -0.98
C 0.22 -4.94 -2.14
H 1.16 -4.71 -2.63
C -0.51 -6.05 -2.53
H -0.09 -6.69 -3.30
C -1.73 -6.35 -1.93
H -2.28 -7.24 -2.24
C -2.21 -5.49 -0.95
H -3.21 -5.69 -0.54
C -1.47 -4.41 -0.46
H -1.91 -3.72 0.25
C 2.13 -2.32 -1.18
C 1.69 -1.78 -2.41
H 0.65 -1.90 -2.74
C 2.60 -1.09 -3.20
H 2.29 -0.72 -4.18
C 3.92 -0.88 -2.78
H 4.65 -0.39 -3.44
C 4.28 -1.28 -1.50
H 5.30 -1.10 -1.14
C 3.38 -1.91 -0.66
H 3.66 -2.20 0.35
C 1.28 -3.41 1.49
C 1.73 -4.66 1.97
H 1.85 -5.48 1.26
C 2.18 -4.83 3.26
H 2.63 -5.79 3.51
C 2.06 -3.81 4.21
H 2.39 -3.98 5.23
C 1.47 -2.62 3.78
H 1.32 -1.84 4.55
C 1.08 -2.39 2.46
H 0.60 -1.44 2.24
Mn -2.15 1.80 0.03
C -0.48 2.96 0.06
C 0.80 2.50 0.06
H -0.56 4.06 0.07
C 0.90 0.99 0.11
O 1.67 0.60 1.27
H 1.98 -0.31 1.13
C -0.49 0.62 0.15
H 1.33 0.52 -0.78
C -1.61 0.28 0.77
Cl -4.18 0.47 -0.24
P -2.33 1.52 2.43
P -2.17 1.62 -2.28
C -4.09 1.58 2.87
H -4.60 0.75 2.34
H -4.52 2.54 2.56
H -4.15 1.44 3.95
C -1.70 0.17 3.48
H -0.63 0.32 3.66
H -1.86 -0.79 2.96
H -2.26 0.20 4.42
C -1.54 3.00 3.15
H -1.95 3.91 2.68
H -0.45 2.95 2.99
H -1.75 3.01 4.23
C -3.81 2.20 -2.89
H -3.93 3.26 -2.61
H -4.57 1.61 -2.36
H -3.87 2.03 -3.97
C -0.95 2.70 -3.15
H 0.07 2.30 -2.98
H -1.02 3.71 -2.72
H -1.17 2.71 -4.23
C -1.96 0.02 -3.17
H -2.48 -0.77 -2.61
H -0.89 -0.22 -3.26
H -2.41 0.13 -4.17
P 2.30 3.53 0.10
C 1.77 5.18 -0.24
C 3.44 2.97 -1.16
H 0.99 5.50 0.45
H 1.38 5.27 -1.25
H 2.63 5.85 -0.13
H 3.73 1.92 -0.99
H 4.32 3.62 -1.13
H 2.96 3.03 -2.15
C 3.08 3.46 1.69
H 2.42 3.87 2.46
H 4.01 4.05 1.65
H 3.30 2.42 1.97
H -2.04 -0.73 0.77
S -5.45 5.08 0.26
C -4.19 4.13 0.20
N -3.21 3.42 0.16
```

---

No. 3
The following is a quantum chemistry calculation of a cluster of 5 separate species, C33H46ClN5O2S in total at a distorted geometry, from OMol25.

Values from the calculation:
HOMO level: -8.0 eV
Strongest force on any atom: 0.03291 Eh/bohr
Energy: -2567.6278 Eh
LUMO level: 0.6 eV
Multiplicity: 1
SMILES string: CCOCCOCN1c2ccccc2Sc2ccc(Cl)cc21.CCCC#N.CCCC#N.CCCC#N.CCCC#N

```
88
C33H46ClN5O2S ωB97M-V with the def2-TZVPD basis set
C -1.39 0.86 1.24
C 0.04 0.87 0.64
O 0.67 2.13 0.79
C 1.86 2.11 1.56
C 1.69 2.71 2.99
O 2.08 1.74 4.00
C 0.91 1.00 4.26
N 1.21 -0.14 5.16
C 0.21 -0.28 6.17
C 0.33 0.52 7.31
C -0.62 0.47 8.30
C -1.71 -0.39 8.26
C -1.84 -1.20 7.14
C -0.90 -1.12 6.13
S -1.14 -2.18 4.71
C 0.53 -2.30 4.08
C 0.86 -3.39 3.29
C 2.12 -3.52 2.75
C 3.04 -2.53 3.06
Cl 4.68 -2.62 2.39
C 2.73 -1.45 3.85
C 1.45 -1.31 4.39
H -1.37 0.98 2.33
H -1.83 -0.14 1.06
H -2.02 1.66 0.84
H -0.07 0.60 -0.42
H 0.57 0.03 1.11
H 2.34 1.12 1.63
H 2.57 2.77 1.04
H 2.28 3.63 3.10
H 0.64 2.97 3.20
H 0.53 0.57 3.32
H 0.15 1.61 4.77
H 1.17 1.20 7.42
H -0.50 1.14 9.15
H -2.45 -0.44 9.06
H -2.68 -1.89 7.10
H 0.10 -4.14 3.06
H 2.41 -4.34 2.10
H 3.48 -0.69 4.04
C -0.99 0.39 -3.72
C -1.83 -0.55 -4.58
C -3.30 -0.55 -4.18
C -3.43 -1.02 -2.78
N -3.54 -1.39 -1.70
H -1.00 0.08 -2.67
H 0.05 0.38 -4.05
H -1.35 1.42 -3.78
H -1.43 -1.56 -4.50
H -1.74 -0.24 -5.62
H -3.85 -1.23 -4.84
H -3.74 0.44 -4.27
C 5.57 4.33 5.28
C 5.76 3.20 4.27
C 6.67 3.59 3.11
C 6.10 4.73 2.37
N 5.64 5.63 1.80
H 5.09 5.20 4.83
H 4.94 4.00 6.11
H 6.53 4.65 5.70
H 4.77 2.91 3.90
H 6.18 2.34 4.78
H 6.78 2.75 2.42
H 7.66 3.87 3.47
C -5.54 -5.85 -5.05
C -4.58 -5.93 -3.86
C -3.90 -4.59 -3.56
C -3.11 -4.15 -4.73
N -2.49 -3.83 -5.64
H -5.02 -5.59 -5.97
H -6.02 -6.82 -5.21
H -6.32 -5.11 -4.87
H -3.82 -6.69 -4.07
H -5.13 -6.26 -2.98
H -3.23 -4.69 -2.70
H -4.64 -3.83 -3.32
C -1.21 1.57 -10.16
C -1.96 1.85 -8.87
C -1.13 2.62 -7.85
C 0.08 1.86 -7.48
N 1.02 1.26 -7.20
H -0.33 0.94 -9.99
H -1.85 1.04 -10.87
H -0.88 2.50 -10.63
H -2.29 0.90 -8.43
H -2.86 2.42 -9.10
H -1.71 2.81 -6.95
H -0.82 3.59 -8.26
```

---

No. 4
The following is a quantum chemistry calculation of a structure of composition C33H46FNO4OsP2S at a distorted geometry, from OMol25.

Values from the calculation:
HOMO level (spin up / spin down): -7.0 / -7.7 eV
Strongest force on any atom: 0.03029 Eh/bohr
Energy: -2912.0973 Eh
LUMO level (spin up / spin down): 0.3 / -0.7 eV
Multiplicity: 5

```
89
C33H46FNO4OsP2S ωB97M-V with the def2-TZVPD basis set
Os -0.20 0.57 0.20
C -0.22 -2.04 4.43
C -0.92 -0.69 4.45
C -2.43 -0.84 4.62
P -0.53 0.21 2.88
C -1.10 1.99 2.88
C -2.59 2.08 2.55
C -0.76 2.86 4.08
C 1.28 0.41 3.04
C 1.92 0.91 4.18
C 3.29 1.10 4.23
C 3.95 1.62 5.47
C 4.04 0.78 3.10
C 3.44 0.27 1.96
C 2.07 0.07 1.93
N 1.42 -0.47 0.79
C 1.46 -1.83 0.63
C 2.22 -2.64 1.50
C 2.14 -4.01 1.49
C 1.28 -4.67 0.61
C 1.11 -6.16 0.64
C 0.59 -3.89 -0.29
C 0.67 -2.49 -0.34
P -0.37 -1.74 -1.70
C 0.17 -3.06 -3.03
C -0.92 -4.04 -3.45
C 0.96 -2.60 -4.26
C -2.17 -2.09 -1.37
C -3.11 -0.89 -1.31
C -2.38 -2.93 -0.11
H -0.49 -2.61 5.33
H 0.86 -1.95 4.39
H -0.54 -2.62 3.56
H -0.53 -0.09 5.29
H -2.84 -1.42 3.79
H -2.95 0.11 4.65
H -2.65 -1.38 5.55
H -0.77 3.11 1.19
H -3.18 2.07 3.47
H -2.93 1.26 1.91
H -2.79 3.01 2.02
H -1.16 2.42 5.00
H -1.21 3.85 3.95
H 0.31 2.99 4.17
H 1.32 1.15 5.05
H 3.23 2.10 6.14
H 4.72 2.36 5.23
H 4.44 0.82 6.03
H 5.11 0.95 3.11
H 4.03 0.03 1.09
H 2.86 -2.16 2.23
H 2.73 -4.58 2.19
H 1.92 -6.64 1.18
H 1.08 -6.58 -0.36
H 0.18 -6.45 1.14
H -0.07 -4.41 -0.97
H 0.91 -3.61 -2.45
H -1.66 -3.55 -4.09
H -1.46 -4.50 -2.62
H -0.47 -4.84 -4.04
H 0.33 -2.28 -5.09
H 1.52 -3.47 -4.60
H 1.68 -1.82 -4.04
H -2.45 -2.70 -2.24
H -3.02 -0.36 -0.36
H -4.13 -1.27 -1.38
H -2.97 -0.14 -2.09
H -1.96 -2.41 0.76
H -1.93 -3.92 -0.16
H -3.45 -3.05 0.05
O -3.01 3.29 -1.72
S -1.64 3.23 -1.24
O -1.44 3.98 0.03
O -0.30 2.40 1.75
O -1.58 1.60 -0.57
F -1.69 0.00 -8.12
C -1.34 -0.05 -6.82
C -2.19 -0.68 -5.93
C -1.83 -0.73 -4.60
C -0.63 -0.20 -4.15
C -0.20 -0.17 -2.71
C 0.19 0.45 -5.08
C -0.16 0.52 -6.42
H -3.13 -1.10 -6.29
H -2.51 -1.21 -3.90
H -0.80 0.58 -2.19
H 0.84 0.15 -2.62
H 1.12 0.88 -4.75
H 0.47 1.02 -7.14
```

---

No. 5
The following is a quantum chemistry calculation of a cluster of 7 separate species, C33H47FN8OSSi in total at a distorted geometry, from OMol25.

Values from the calculation:
HOMO level: -7.8 eV
Strongest force on any atom: 0.10695 Eh/bohr
Energy: -2586.2713 Eh
LUMO level: -0.4 eV
Multiplicity: 1
SMILES string: FCCC[SiH2]CCCCSc1nnco1.c1cc[nH]c1.c1cc[nH]c1.c1cc[nH]c1.c1cc[nH]c1.c1cc[nH]c1.c1cc[nH]c1

```
92
C33H47FN8OSSi ωB97M-V with the def2-TZVPD basis set
F 9.79 -1.98 0.48
C 10.31 -0.70 0.08
C 9.96 -0.30 -1.43
C 8.39 -0.34 -1.79
Si 7.21 0.21 -0.39
C 5.98 1.62 -0.90
C 4.57 1.24 -0.19
C 3.53 2.47 -0.20
C 2.71 2.43 -1.58
S 0.89 2.28 -1.22
C 0.45 0.57 -0.71
N 0.28 0.05 0.61
N -0.08 -1.26 0.47
C -0.15 -1.60 -0.92
O 0.19 -0.45 -1.67
H 10.09 0.13 0.85
H 11.46 -0.82 0.11
H 10.45 0.70 -1.69
H 10.46 -1.10 -2.09
H 8.05 -1.35 -2.22
H 8.24 0.41 -2.66
H 7.91 0.58 0.86
H 6.37 -0.95 -0.01
H 5.86 1.74 -2.03
H 6.35 2.61 -0.44
H 4.76 0.99 0.92
H 4.15 0.29 -0.67
H 2.81 2.29 0.66
H 4.06 3.46 0.00
H 2.86 3.43 -2.13
H 3.07 1.61 -2.30
H -0.46 -2.61 -1.36
N 0.39 -2.84 2.99
C 1.13 -3.99 2.88
C 1.45 -4.41 4.15
C 0.88 -3.48 5.06
C 0.23 -2.53 4.31
H 0.02 -2.31 2.22
H 1.36 -4.41 1.92
H 2.03 -5.29 4.40
H 0.94 -3.51 6.14
H -0.33 -1.66 4.61
N -0.93 6.53 -1.38
C -0.85 5.17 -1.23
C -1.87 4.78 -0.39
C -2.59 5.94 -0.02
C -1.99 7.01 -0.65
H -0.31 7.09 -1.93
H -0.08 4.61 -1.73
H -2.07 3.77 -0.07
H -3.45 6.00 0.63
H -2.23 8.06 -0.64
N -2.01 -4.82 -2.65
C -1.84 -5.82 -3.58
C -1.55 -6.98 -2.91
C -1.56 -6.68 -1.53
C -1.85 -5.35 -1.40
H -2.23 -3.86 -2.86
H -1.93 -5.61 -4.64
H -1.36 -7.94 -3.37
H -1.38 -7.37 -0.71
H -1.96 -4.72 -0.52
N -5.20 -5.38 -2.29
C -5.64 -5.37 -3.59
C -6.96 -5.72 -3.60
C -7.35 -5.95 -2.25
C -6.24 -5.73 -1.47
H -4.27 -5.17 -1.99
H -4.96 -5.11 -4.39
H -7.59 -5.81 -4.47
H -8.32 -6.25 -1.90
H -6.10 -5.80 -0.40
N -4.26 10.22 -1.48
C -4.57 11.53 -1.20
C -4.66 12.21 -2.39
C -4.40 11.27 -3.43
C -4.16 10.06 -2.84
H -4.13 9.50 -0.80
H -4.70 11.86 -0.18
H -4.89 13.25 -2.51
H -4.39 11.47 -4.49
H -3.93 9.09 -3.26
N -4.66 -3.01 7.07
C -3.85 -2.42 6.14
C -2.92 -3.35 5.74
C -3.18 -4.54 6.45
C -4.26 -4.31 7.27
H -5.42 -2.56 7.55
H -4.00 -1.39 5.84
H -2.14 -3.18 5.01
H -2.64 -5.47 6.38
H -4.77 -4.95 7.97
```